Entry from OMol25: a molecular structure, C42H60N3O4PSV at a distorted geometry (wB97M-V/def2-TZVPD).

Its spin multiplicity is 4. As for the expectation value of S²: 3.844. Its charge is 0. The calculation puts the energy relative to the best compared isomer or geometry (same formula, charge and spin) at 177.8 kJ/mol. Its strongest force on any atom is 5.40 eV/Å.

Each line ends with the Löwdin charge.
CARTESIAN COORDINATES (ANGSTROEM)
1 V -0.7103 0.4025 0.0205  0.64
2 O -4.0939 5.8379 2.3471  -0.05
3 C -3.1047 5.2114 3.1349  -0.22
4 C -2.5275 4.0350 2.4013  -0.18
5 C -1.9259 2.9652 3.0979  -0.01
6 C -1.4098 1.9126 2.3935  -0.17
7 N -1.3966 1.8242 1.0551  -0.03
8 C -1.9021 2.9065 0.3679  -0.18
9 C -2.5103 3.9827 1.0303  0.05
10 C -1.6627 2.8559 -1.0340  -0.17
11 C -2.2005 3.7470 -1.9788  0.06
12 C -1.9507 3.5644 -3.3193  -0.18
13 C -2.5432 4.4794 -4.3606  -0.22
14 O -3.7037 5.1548 -3.9402  -0.06
15 C -1.1395 2.4769 -3.6840  0.00
16 C -0.6381 1.6519 -2.7004  -0.13
17 N -0.8702 1.8159 -1.4023  0.00
18 H -4.5006 6.5429 2.8605  0.09
19 H -3.5232 4.8777 4.0965  0.13
20 H -2.2842 5.9183 3.3531  0.13
21 H -1.8851 2.9718 4.1761  0.13
22 H -0.9670 1.0798 2.9221  0.09
23 H -2.9489 4.7931 0.4734  0.12
24 H -2.8127 4.5739 -1.6508  0.12
25 H -2.7418 3.9079 -5.2800  0.13
26 H -1.8253 5.2697 -4.6066  0.14
27 H -4.3646 4.5073 -3.6698  0.10
28 H -0.9133 2.2873 -4.7208  0.12
29 H -0.0346 0.7984 -2.9698  0.10
30 C 4.6323 2.1944 -1.6863  -0.06
31 C 3.3653 1.5535 -2.2677  -0.37
32 C 2.6444 2.5877 -3.1359  -0.06
33 C 2.5317 1.0065 -1.1327  -0.15
34 C 1.9251 1.7848 -0.2147  -0.05
35 C 1.3231 1.2961 0.9968  -0.26
36 C 1.5456 2.2951 2.1434  -0.36
37 C 1.0602 3.7344 1.9071  -0.06
38 C 3.0610 2.3874 2.4214  -0.04
39 C 1.5914 -0.1002 1.3540  -0.16
40 C 2.3721 -0.8597 0.5108  -0.11
41 C 2.3919 -0.4681 -0.9350  -0.23
42 C 3.2567 -2.0031 0.9495  -0.36
43 C 3.3744 -3.1656 -0.0508  -0.07
44 C 4.6730 -1.4552 1.2017  -0.05
45 C 1.1905 -0.5989 2.7180  -0.16
46 C 2.0912 -0.5271 3.7813  -0.03
47 C 1.7500 -0.8688 5.0767  -0.06
48 C 0.4832 -1.3444 5.3511  -0.07
49 C -0.4022 -1.5117 4.3052  -0.12
50 C -0.0855 -1.1511 2.9964  -0.29
51 P -1.3511 -1.4118 1.6737  1.20
52 C -1.1048 -3.2844 1.3234  -0.63
53 C -2.1317 -3.8288 0.3286  -0.08
54 C -0.9710 -4.1964 2.5484  -0.07
55 C 0.2379 -3.3058 0.6051  -0.11
56 C -3.1399 -1.3112 2.4275  -0.61
57 C -3.6808 -2.5491 3.1554  -0.09
58 C -3.3257 -0.1164 3.3665  -0.09
59 C -4.0268 -1.0531 1.1989  -0.12
60 H 5.2852 2.5417 -2.4842  0.07
61 H 5.1774 1.4855 -1.0668  0.07
62 H 4.3609 3.0476 -1.0683  0.07
63 H 3.6649 0.7207 -2.9152  0.13
64 H 2.3355 3.4445 -2.5410  0.08
65 H 1.7625 2.1685 -3.6106  0.05
66 H 3.3218 2.9384 -3.9130  0.08
67 H 1.9531 2.8604 -0.3340  0.12
68 H 1.0744 1.9169 3.0564  0.11
69 H 1.8134 4.3207 1.3853  0.08
70 H 0.8851 4.2091 2.8708  0.08
71 H 0.1420 3.7877 1.3319  0.06
72 H 3.5814 2.8276 1.5759  0.08
73 H 3.4988 1.4097 2.5907  0.05
74 H 3.2362 3.0045 3.2989  0.08
75 H 3.1520 -1.0216 -1.4964  0.14
76 H 2.8852 -2.3876 1.9046  0.12
77 H 4.1826 -2.9861 -0.7560  0.08
78 H 2.4586 -3.3080 -0.6124  0.05
79 H 3.6013 -4.0899 0.4773  0.08
80 H 5.0626 -0.9910 0.2980  0.08
81 H 5.3416 -2.2674 1.4856  0.08
82 H 4.6758 -0.7129 1.9952  0.06
83 H 3.0941 -0.1766 3.6050  0.10
84 H 2.4699 -0.7505 5.8706  0.11
85 H 0.1929 -1.6048 6.3584  0.10
86 H -1.3761 -1.9273 4.5105  0.08
87 H -3.1559 -3.8062 0.6871  0.06
88 H -1.8913 -4.8712 0.1137  0.09
89 H -2.0724 -3.2760 -0.6072  0.05
90 H -1.9181 -4.4679 2.9954  0.06
91 H -0.3416 -3.7439 3.3094  0.07
92 H -0.4869 -5.1190 2.2343  0.09
93 H 0.2451 -2.5628 -0.1921  0.07
94 H 0.4153 -4.2889 0.1715  0.10
95 H 1.0312 -3.0903 1.3121  0.07
96 H -3.1560 -2.7494 4.0854  0.07
97 H -3.6546 -3.4363 2.5374  0.05
98 H -4.7261 -2.3630 3.4026  0.09
99 H -2.5810 -0.0788 4.1573  0.07
100 H -4.3057 -0.1763 3.8384  0.09
101 H -3.2943 0.8123 2.8071  0.06
102 H -3.9892 -1.8836 0.5001  0.05
103 H -3.6996 -0.1556 0.6705  0.05
104 H -5.0635 -0.9142 1.5071  0.09
105 O -1.9900 -1.9960 -2.8553  -0.58
106 S -2.7286 -0.9393 -2.1083  0.80
107 N -1.9099 -0.3383 -0.9868  -0.53
108 C 1.1037 -1.4145 -2.7436  -0.10
109 O 1.0701 -0.8843 -1.4383  -0.22
110 H 1.7545 -2.2962 -2.7874  0.09
111 H 1.4705 -0.6801 -3.4734  0.09
112 H 0.0834 -1.7109 -2.9927  0.05